Entry 1:
This record from the OMol25 dataset describes a cluster of 4 separate species, C27H49NO9 in total at a distorted geometry. The level of theory is the ωB97M-V functional and the def2-TZVPD basis.

Summary:
Electronic energy   -48705.8754 eV
SMILES   COCCCCCCc1cccc2c1C(=O)NC2=O.COCCOC.COCCOC.COCCOC
HOMO level   -0.33520 Eh
Gap between HOMO and LUMO   8.461 eV

Last column: Mulliken charge in e.
Positions of all 86 atoms, in Å:
C: 2.733 0.945 0.106  -0.3485
O: 3.130 1.150 -1.255  -0.4262
C: 2.048 0.956 -2.180  0.4276
C: 2.012 2.043 -3.340  -0.5055
C: 2.636 3.431 -2.940  -0.9514
C: 2.054 4.036 -1.589  0.3946
C: 0.944 5.117 -1.867  -0.9257
C: -0.490 4.522 -2.162  -0.7954
C: -0.941 3.414 -1.174  0.9351
C: -0.860 3.476 0.279  -0.4480
C: -1.360 2.358 1.099  -0.7462
C: -1.961 1.152 0.519  -0.4916
C: -2.044 1.091 -0.929  0.2375
C: -1.537 2.205 -1.741  0.1365
C: -1.791 1.796 -3.214  0.2527
O: -1.413 2.252 -4.256  -0.5572
N: -2.656 0.622 -3.184  -0.2236
C: -2.639 0.012 -1.876  -0.1440
O: -3.025 -1.073 -1.546  -0.4555
H: 1.755 0.414 0.232  0.1832
H: 2.662 1.954 0.611  0.1927
H: 3.521 0.368 0.650  0.1193
H: 2.218 -0.042 -2.670  0.1488
H: 1.032 0.988 -1.689  -0.0747
H: 2.588 1.619 -4.202  0.4122
H: 0.959 2.203 -3.684  0.0211
H: 3.746 3.291 -2.800  0.3832
H: 2.547 4.195 -3.764  0.3704
H: 2.920 4.590 -1.119  0.3012
H: 1.748 3.258 -0.851  -0.5011
H: 1.257 5.662 -2.804  0.3997
H: 0.866 5.889 -1.060  0.3618
H: -0.572 4.197 -3.227  0.3455
H: -1.220 5.378 -2.048  0.4541
H: -0.438 4.378 0.774  0.3961
H: -1.320 2.433 2.211  0.3687
H: -2.366 0.319 1.142  0.5090
H: -3.626 0.819 -3.441  0.2999
C: 0.907 -5.502 -3.546  -0.6876
O: 1.059 -5.194 -2.169  -0.3728
C: 2.174 -4.347 -1.919  -0.8043
C: 1.743 -2.905 -1.709  -0.1835
O: 1.202 -2.344 -2.900  -0.4125
C: -0.218 -2.311 -2.891  -0.5799
H: -0.081 -5.940 -3.688  0.2451
H: 0.987 -4.611 -4.173  0.2716
H: 1.663 -6.234 -3.849  0.3364
H: 2.909 -4.421 -2.727  0.3679
H: 2.649 -4.707 -1.001  0.3741
H: 2.623 -2.308 -1.447  0.3394
H: 1.028 -2.826 -0.883  0.3015
H: -0.563 -1.509 -2.233  -0.0669
H: -0.647 -3.262 -2.566  0.3914
H: -0.560 -2.104 -3.905  0.4044
C: 4.977 0.646 3.190  -0.8848
O: 3.665 0.421 3.686  -0.1676
C: 3.659 -0.345 4.885  -0.6188
C: 3.460 0.535 6.108  -0.4923
O: 4.571 1.401 6.312  -0.3791
C: 4.321 2.723 5.860  -0.6675
H: 4.924 1.424 2.428  0.2207
H: 5.659 0.975 3.977  0.4570
H: 5.361 -0.271 2.731  0.3093
H: 4.575 -0.937 4.975  0.3731
H: 2.816 -1.041 4.815  0.3481
H: 3.387 -0.103 6.994  0.3703
H: 2.530 1.108 6.031  0.3193
H: 3.660 3.237 6.566  0.3244
H: 3.874 2.736 4.863  0.2511
H: 5.272 3.254 5.822  0.2448
C: -5.265 -3.280 -0.435  -0.6907
O: -6.561 -3.526 0.095  -0.4058
C: -6.523 -4.260 1.311  -0.4660
C: -6.717 -3.354 2.515  -0.4851
O: -5.624 -2.455 2.673  -0.3823
C: -5.918 -1.152 2.192  -0.5628
H: -5.352 -2.523 -1.213  0.1926
H: -4.575 -2.915 0.329  0.3103
H: -4.866 -4.198 -0.880  0.3751
H: -5.589 -4.827 1.396  0.3072
H: -7.348 -4.978 1.277  0.3894
H: -6.755 -3.970 3.419  0.3772
H: -7.663 -2.807 2.444  0.3094
H: -6.577 -0.636 2.899  0.3320
H: -6.386 -1.178 1.206  0.3231
H: -4.981 -0.599 2.119  0.0876

Cartesian forces (eV/Å) of the 6 atoms listed first:
C 0.4104 0.5178 0.7264
O -1.1459 -0.2607 0.3459
C -0.3503 0.1846 -1.1855
C 0.5650 0.1972 0.0582
C 0.3474 -0.4183 0.6317
C 0.7733 1.0757 -0.5192

Entry 2:
This record from the OMol25 dataset describes a structure of composition C43H57N4O3P2RuS2Si4 at a distorted geometry. The level of theory is the ωB97M-V functional and the def2-TZVPD basis.

Summary:
Electronic energy   -131963.4153 eV
Spin multiplicity   2
⟨S²⟩   0.77
HOMO level (alpha / beta)   0.00991 / -0.01018 Eh
Gap between HOMO and LUMO (alpha / beta)   3.671 / 4.217 eV
Charge   -2

Last column: Löwdin spin population.
Positions of all 116 atoms, in Å:
Ru: 0.354 -0.129 0.941  0.8481
O: -0.147 -0.796 3.238  0.0143
N: -1.113 -0.218 3.875  0.0017
C: -1.084 -0.175 5.226  0.0047
C: -2.121 0.340 5.961  -0.0009
C: -3.234 0.859 5.299  0.0054
C: -3.242 0.851 3.918  0.0001
C: -2.180 0.320 3.195  0.0049
S: -2.199 0.309 1.490  0.0077
H: -0.193 -0.590 5.674  0.0005
H: -2.064 0.335 7.039  -0.0002
H: -4.066 1.266 5.855  0.0005
H: -4.052 1.266 3.341  0.0003
N: 0.101 2.553 -1.136  -0.0073
P: -0.212 3.354 0.352  0.0002
C: -1.987 3.589 0.491  0.0006
C: -2.745 4.164 -0.542  0.0002
C: -4.050 4.533 -0.318  0.0000
C: -4.638 4.360 0.932  0.0003
C: -3.878 3.824 1.972  0.0000
C: -2.570 3.468 1.763  0.0003
C: 0.450 4.973 -0.082  -0.0002
C: 0.353 5.512 -1.384  0.0003
C: 0.726 6.812 -1.628  0.0000
C: 1.181 7.633 -0.597  0.0005
C: 1.254 7.112 0.703  0.0000
C: 0.881 5.818 0.956  0.0003
P: -0.070 0.892 -1.558  0.0615
C: 0.266 1.138 -3.361  0.0304
C: -0.284 0.206 -4.239  0.0099
C: -0.015 0.248 -5.592  0.0018
C: 0.839 1.212 -6.102  0.0117
C: 1.390 2.148 -5.242  0.0014
C: 1.102 2.119 -3.892  0.0138
C: -1.888 0.821 -1.838  0.0017
C: -2.599 -0.300 -1.425  0.0004
C: -3.946 -0.412 -1.718  0.0016
C: -4.596 0.587 -2.427  0.0007
C: -3.883 1.689 -2.874  0.0016
C: -2.536 1.800 -2.589  0.0026
H: 1.087 2.764 -1.309  0.0002
H: -2.290 4.321 -1.508  0.0001
H: -4.622 4.970 -1.129  0.0000
H: -5.667 4.651 1.104  0.0000
H: -4.331 3.694 2.947  0.0000
H: -1.972 3.068 2.571  0.0000
H: 0.010 4.884 -2.193  0.0002
H: 0.679 7.205 -2.637  0.0000
H: 1.469 8.659 -0.793  0.0000
H: 1.618 7.740 1.509  0.0000
H: 0.931 5.411 1.956  0.0001
H: -0.937 -0.562 -3.846  0.0006
H: -0.461 -0.480 -6.255  -0.0001
H: 1.063 1.246 -7.160  0.0010
H: 2.063 2.903 -5.630  0.0000
H: 1.556 2.859 -3.252  0.0010
H: -2.085 -1.076 -0.865  -0.0005
H: -4.497 -1.280 -1.389  0.0001
H: -5.654 0.493 -2.651  0.0000
H: -4.382 2.457 -3.452  0.0002
H: -1.966 2.634 -2.973  0.0003
S: 0.632 2.634 1.971  0.0001
C: 5.173 0.443 -2.303  0.0003
N: 4.531 0.458 -1.017  0.0011
C: 5.262 0.355 0.133  -0.0004
C: 4.671 0.288 1.342  -0.0001
C: 3.225 0.259 1.398  -0.0008
O: 2.567 0.044 2.421  0.0019
N: 2.551 0.464 0.231  -0.0019
C: 3.131 0.592 -0.944  0.0021
O: 2.506 0.824 -1.986  0.0043
H: 6.052 1.091 -2.300  0.0000
H: 4.448 0.800 -3.037  0.0000
H: 5.473 -0.574 -2.573  0.0001
H: 6.336 0.334 0.002  0.0000
H: 5.240 0.229 2.255  -0.0001
C: 0.987 -5.446 -1.630  -0.0012
Si: 0.513 -3.579 -1.478  -0.0035
C: -1.195 -3.517 -2.366  0.0000
C: 1.787 -2.693 -2.612  0.0002
Si: 0.417 -2.580 0.723  -0.0199
Si: 2.418 -3.504 1.727  -0.0027
C: 3.898 -3.147 0.539  0.0000
C: 2.561 -5.423 1.956  -0.0010
C: 2.861 -2.830 3.465  0.0001
Si: -1.307 -3.830 1.892  -0.0028
C: -3.116 -3.300 1.497  0.0002
C: -1.151 -3.694 3.810  0.0001
C: -1.367 -5.739 1.573  -0.0011
H: 0.974 -5.807 -2.658  -0.0002
H: 0.296 -6.057 -1.057  0.0000
H: 1.982 -5.623 -1.234  0.0000
H: -1.254 -4.106 -3.279  0.0000
H: -1.449 -2.496 -2.625  0.0001
H: -1.964 -3.877 -1.689  0.0000
H: 1.691 -2.923 -3.671  0.0000
H: 2.799 -2.958 -2.315  0.0000
H: 1.691 -1.616 -2.505  0.0004
H: 3.996 -3.934 -0.206  0.0000
H: 4.856 -3.046 1.044  0.0000
H: 3.717 -2.220 0.005  0.0000
H: 2.253 -5.936 1.052  0.0000
H: 1.922 -5.773 2.760  0.0000
H: 3.576 -5.741 2.184  -0.0002
H: 2.650 -1.766 3.484  0.0001
H: 3.903 -2.968 3.753  0.0000
H: 2.239 -3.296 4.225  0.0000
H: -3.189 -2.215 1.461  0.0002
H: -3.842 -3.658 2.226  0.0000
H: -3.422 -3.670 0.523  0.0000
H: -0.336 -3.015 4.036  0.0001
H: -0.936 -4.644 4.294  0.0000
H: -2.050 -3.285 4.266  0.0000
H: -1.679 -5.960 0.557  0.0000
H: -2.055 -6.248 2.244  -0.0002
H: -0.384 -6.175 1.713  0.0000

Cartesian forces (eV/Å) of the 6 atoms listed first:
Ru -1.1770 0.6473 -1.3966
O 0.0909 0.1778 0.4902
N 0.1372 -0.1646 0.1657
C 0.1013 -0.0733 0.0627
C -0.2655 0.1448 0.0956
C 0.0830 -0.0082 -0.2396

Entry 3:
This record from the OMol25 dataset describes the ion C10H9N2O with charge +1 at a distorted geometry. The level of theory is the ωB97M-V functional and the def2-TZVPD basis.

Summary:
Electronic energy   -15534.9346 eV
Energy relative to the best compared isomer or geometry (same formula, charge and spin)   123.3 kJ/mol
HOMO level (alpha / beta)   -0.46126 / -0.46128 Eh
Gap between HOMO and LUMO (alpha / beta)   6.910 / 6.911 eV
Charge   +1

Last column: Mulliken charge in e.
Positions of all 22 atoms, in Å:
C: 1.627 -0.765 1.998  -0.8898
C: 1.355 0.564 2.370  -0.5556
C: 0.932 -1.340 0.978  -1.0023
C: 0.368 1.273 1.742  -0.8049
C: -0.059 -0.617 0.249  1.0679
C: -0.393 0.705 0.702  0.7765
C: -0.548 0.535 -2.625  -0.1779
C: 1.578 1.561 -1.762  -0.1177
C: -1.174 -0.498 -2.032  -1.1456
C: -0.650 -1.220 -0.881  1.2860
N: 0.585 1.089 -2.160  0.0806
N: -1.452 1.377 0.234  -0.3078
O: -0.724 -2.516 -1.033  -0.4063
H: 2.390 -1.319 2.516  0.4220
H: 1.921 1.016 3.167  0.4234
H: 1.208 -2.332 0.648  0.3170
H: 0.140 2.284 2.040  0.3858
H: -0.922 0.969 -3.544  0.4282
H: -2.084 0.977 -0.439  0.2279
H: -2.010 -0.957 -2.539  0.4300
H: -1.712 2.251 0.660  0.1952
H: -0.376 -3.036 -0.289  0.3674

Cartesian forces (eV/Å) of the 6 atoms listed first:
C -0.0456 -0.4922 -0.1702
C -0.4272 0.1037 -0.3209
C 0.1921 0.1790 0.1805
C 0.1652 0.0201 0.0827
C -0.1258 -0.0897 -0.0527
C -0.1211 -0.3293 -0.0453